ORCA calculation (the ωB97M-V functional and the def2-TZVPD basis) on 2 unconnected molecules or ions with the total composition C4H9NO2.

```
16
Properties=species:S:1:pos:R:3:forces:R:3
H -1.08780 0.33810 -2.20054 0.037 0.001 0.091
N -0.67538 0.24730 -1.26677 0.263 -0.201 -0.231
C 0.38419 -0.45377 -1.31598 -0.141 0.089 0.059
C 0.99634 -1.08973 -2.53152 -0.045 0.011 -0.081
H 0.90583 -0.61334 -0.36757 -0.058 -0.014 -0.148
H 0.40305 -0.89719 -3.43190 0.078 -0.017 0.141
H 2.01227 -0.70911 -2.68911 -0.136 -0.051 0.051
H 1.07973 -2.17312 -2.38685 -0.004 0.151 -0.003
C -1.49572 0.61308 1.99963 -0.211 -0.128 -0.060
O -0.42403 1.51356 2.32869 0.146 -0.007 -0.005
C 0.79923 1.03164 2.15634 0.182 -0.279 -0.050
O 1.08168 -0.08742 1.80172 -0.140 0.480 0.179
H -2.40578 1.12343 2.31527 0.121 -0.088 -0.057
H -1.49777 0.43098 0.92049 -0.011 0.017 0.209
H -1.37585 -0.32846 2.54143 -0.019 0.130 -0.069
H 1.53823 1.80971 2.39828 -0.062 -0.092 -0.026
```
Forces are in eV/Å.

As for the frontier orbital gap: 11.044 eV. The value obtained for the LUMO energy is 1.052 eV. Its total energy is -9878.3509 eV. The relative energy (zero: lowest compared OMol25 entry of this formula, charge and spin) comes out at 165.0 kJ/mol. Its highest occupied orbital energy is -0.3672 Ha. As for the spin multiplicity: 1.